65
Properties=species:S:1:pos:R:3 method="wB97M-V/def2-TZVPD" e_homo_ev=-8.29 smiles="CCOC(=O)C1CCN(C(=O)COC(=O)c2ccc3c(c2)C(=O)N(c2ccc(OCC)cc2)C3=O)CC1" gap_ev=7.62 spin_multiplicity=1 lumo_ha=-0.025 relative_energy_kj_mol=0.0
C 9.8564 -4.2594 2.5438
C 8.8846 -5.1721 1.8102
O 7.8335 -4.4233 1.1939
C 6.7862 -4.0933 1.9513
O 6.6723 -4.4084 3.1093
C 5.7839 -3.2905 1.1427
C 5.5475 -1.9098 1.7750
C 4.7583 -2.0487 3.0797
N 3.4968 -2.6982 2.8031
C 2.3329 -2.0934 2.4992
O 1.3555 -2.6936 2.0999
C 2.2407 -0.5692 2.7219
O 1.2440 -0.0551 1.8538
C 1.4943 -0.2543 0.5573
O 2.5287 -0.7268 0.1466
C 0.3856 0.2055 -0.3181
C 0.4676 -0.0827 -1.6792
C -0.5247 0.3216 -2.5627
C -1.5904 1.0289 -2.0440
C -1.6755 1.3191 -0.6802
C -0.7017 0.9124 0.2046
C -2.9190 2.0965 -0.4494
O -3.3419 2.5528 0.5800
N -3.5172 2.2232 -1.7042
C -4.7290 2.9248 -1.9258
C -5.7873 2.7825 -1.0416
C -6.9664 3.4775 -1.2425
C -7.1051 4.3206 -2.3411
O -8.1986 5.0699 -2.6356
C -9.3646 4.9654 -1.8426
C -10.1747 3.7095 -2.1510
C -6.0351 4.4493 -3.2310
C -4.8577 3.7663 -3.0262
C -2.7824 1.6057 -2.7159
O -3.0844 1.5603 -3.8796
C 3.6923 -4.0642 2.3489
C 4.4492 -4.0442 1.0208
H 10.6770 -4.8476 2.9439
H 9.3490 -3.7593 3.3652
H 10.2544 -3.5098 1.8641
H 8.4436 -5.8940 2.5051
H 9.3783 -5.6962 0.9897
H 6.2150 -3.1622 0.1456
H 6.4999 -1.4113 1.9628
H 4.9687 -1.3098 1.0690
H 4.6092 -1.0828 3.5600
H 5.3107 -2.6897 3.7725
H 1.9013 -0.3506 3.7355
H 3.1863 -0.0656 2.5085
H 1.3281 -0.6326 -2.0298
H -0.4691 0.0993 -3.6167
H -0.7699 1.1313 1.2578
H -5.6921 2.1336 -0.1858
H -7.7647 3.3486 -0.5294
H -9.9471 5.8539 -2.1023
H -9.1139 5.0184 -0.7761
H -9.6027 2.8122 -1.9286
H -11.0844 3.7056 -1.5568
H -10.4405 3.6935 -3.2049
H -6.1526 5.1055 -4.0785
H -4.0408 3.8779 -3.7206
H 2.7118 -4.5237 2.2201
H 4.2586 -4.6064 3.1089
H 4.6226 -5.0646 0.6765
H 3.8339 -3.5276 0.2812

115
Properties=species:S:1:pos:R:3 method="wB97M-V/def2-TZVPD" e_homo_ev=-11.29 gap_ev=8.10 total_charge=+1 spin_multiplicity=1 lumo_ha=-0.117 relative_energy_kj_mol=363.5
C -1.1029 -43.3564 0.9982
C -2.2971 -42.5972 1.6031
O -3.2291 -43.2675 1.9878
N -2.0904 -41.1129 1.9398
H -0.9420 -40.9872 1.9140
H -2.5759 -40.8612 0.9986
C -2.9144 -40.5266 3.1040
H -0.7307 -42.7328 0.1069
H -1.3307 -44.1152 0.5002
H -0.2419 -43.4397 1.7755
H -3.9598 -40.7541 2.8891
H -3.0583 -39.6168 3.0846
H -2.4799 -41.0690 3.9176
C -7.2914 -40.4855 -0.4950
C -6.2180 -40.1061 0.4249
O -5.9771 -40.8019 1.4491
N -5.3471 -39.0177 0.0735
H -5.2499 -38.1945 0.6397
H -4.4039 -39.3906 0.0451
C -5.5493 -38.2715 -1.2536
H -6.8592 -40.8537 -1.6904
H -7.8353 -39.7431 -0.9293
H -8.0208 -41.1734 -0.1933
H -4.9066 -38.7786 -2.0668
H -5.2845 -37.2643 -1.1357
H -6.4914 -38.1007 -1.3355
C -1.3832 -37.0417 0.9051
C -0.4331 -37.7010 -0.1388
O 0.2958 -36.9537 -0.7819
N -0.4607 -39.1734 -0.4261
H -0.2200 -39.5138 0.4603
H -1.4985 -39.3933 -0.4401
C 0.3154 -39.6202 -1.5593
H -1.5161 -35.9739 0.6848
H -0.7842 -36.9767 1.8569
H -2.4367 -37.6436 0.8223
H 1.2425 -39.0873 -1.4984
H -0.1496 -39.2468 -2.6117
H 0.1262 -40.6630 -1.6638
O -3.0365 -40.1551 -0.4592
H -2.9063 -40.7255 -1.2807
O 0.3097 -40.3234 1.7259
H 1.1686 -40.0274 2.0430
F -7.9709 -43.9852 -1.9227
C -6.9898 -44.7565 -1.5194
C -6.0804 -44.4188 -0.6162
C -5.1287 -45.3209 -0.1186
C -5.0892 -46.7229 -0.5466
C -6.1743 -47.0843 -1.3669
C -7.0949 -46.1385 -1.7742
H -6.0627 -43.5264 -0.2904
H -4.4152 -44.9662 0.6247
H -4.3845 -47.3447 -0.0230
H -6.3220 -48.1555 -1.4369
H -7.8895 -46.6050 -2.5903
C 0.9271 -42.4484 5.9725
C 0.6134 -41.2828 4.9678
C 0.2551 -40.1826 5.7413
S 1.4524 -40.2028 6.9609
O 0.9960 -39.4099 8.1445
O 2.7393 -40.0852 6.5691
C 1.2657 -41.8278 7.4309
H 1.8595 -42.9166 5.5203
H 0.0817 -43.0015 5.8405
H -0.0484 -41.5081 4.1459
H 1.8450 -41.1163 4.6383
H -0.7105 -39.9551 6.1819
H 0.3142 -39.3164 4.9561
H 0.3257 -41.7800 8.1356
H 2.2385 -42.1959 7.8480
C 1.7137 -47.4242 -3.5432
C 0.4161 -48.0316 -3.1208
C -0.3097 -47.0526 -2.5616
S 0.7803 -46.1108 -1.6551
O 0.8745 -46.6343 -0.3551
O 0.2858 -44.7855 -1.8001
C 2.2502 -46.4278 -2.6261
H 1.5600 -46.7685 -4.4014
H 2.6048 -48.1425 -3.6522
H 0.6799 -48.8716 -2.5412
H -0.3206 -48.5700 -3.8658
H -1.1215 -47.1986 -2.0512
H -0.7383 -46.5236 -3.4551
H 2.8442 -47.0871 -1.7492
H 2.8466 -45.5584 -3.0036
C -9.3743 -40.7150 5.8813
C -9.0855 -39.3464 5.1494
C -7.8070 -39.2727 4.6309
S -6.8101 -39.9932 5.9604
O -6.7485 -39.0761 7.0057
O -5.5616 -40.5956 5.4159
C -7.9406 -41.1655 6.3146
H -9.7465 -41.3245 5.1529
H -10.2185 -40.7259 6.5093
H -9.1992 -38.7687 5.9733
H -9.5494 -39.1259 4.4090
H -7.5161 -38.2355 4.5487
H -7.8609 -39.7584 3.7227
H -7.8500 -41.5444 7.2326
H -7.8149 -42.1326 5.8874
C -1.9053 -42.5601 -3.0638
C -3.0894 -43.3270 -2.4130
C -4.1264 -43.3514 -3.4173
S -4.0178 -41.7857 -4.2328
O -4.7895 -40.9563 -3.3879
O -4.2987 -41.9518 -5.6204
C -2.3121 -41.5240 -4.0618
H -1.2975 -43.4498 -3.4135
H -1.3268 -42.0825 -2.1534
H -3.6054 -42.8537 -1.4223
H -3.0523 -44.3758 -2.1614
H -5.0373 -43.4030 -2.9047
H -4.0441 -44.1250 -3.9588
H -2.1033 -40.5132 -3.7697
H -1.8482 -41.8631 -5.0450

23
Properties=species:S:1:pos:R:3 method="wB97M-V/def2-TZVPD" e_homo_ev="-8.89 / -7.25" gap_ev="8.86 / 6.57" spin_multiplicity=1 lumo_ha="-0.001 / -0.025" relative_energy_kj_mol=183.4
C -2.4687 -0.9448 -1.8032
C 0.9661 -1.8653 1.8160
C -0.0157 2.2292 0.0156
C 0.2815 -0.6731 1.2295
C 1.2447 1.5632 0.5918
N -1.2130 -0.3422 -1.6130
N 1.2129 0.1473 0.5188
O 2.3084 0.5138 -1.8748
S 1.7936 -0.5221 -0.9676
H -2.9952 -0.7795 -2.7288
H -3.0979 -0.6623 -1.0934
H 1.6597 -1.5553 2.6074
H 0.1034 -2.5142 2.3261
H 1.4047 -2.5041 1.2148
H -0.4360 1.8084 -0.9001
H -0.8204 2.2659 0.8368
H 0.2109 3.2633 -0.2260
H -0.4518 -0.8387 0.4276
H -0.0978 -0.0871 2.0724
H 2.1523 2.0072 0.1191
H 1.4273 1.9192 1.6375
H -0.6543 -0.2728 -2.4193
H -2.5146 -2.1562 -1.7871

25
Properties=species:S:1:pos:R:3 method="wB97M-V/def2-TZVPD" e_homo_ev=-8.52 gap_ev=9.26 spin_multiplicity=1 lumo_ha=0.027 relative_energy_kj_mol=484.0
C 3.4042 -0.0648 0.6781
C -1.7839 1.1325 -0.2264
C 2.5253 1.2147 0.7017
C -3.0420 0.4616 -0.7155
C -2.9968 -1.5194 0.3268
C 0.5625 0.1552 -0.0899
N 2.9277 -0.9464 -0.3812
N -0.8362 0.0380 -0.0306
O 0.7996 -2.2162 -1.0478
O -3.7618 -0.3793 0.1629
O 1.1839 0.9316 0.9274
S -1.4109 -1.1406 1.1504
S 1.3773 -1.4862 0.0661
H 4.3969 0.2775 0.6652
H 3.2055 -0.6926 1.5396
H -1.2343 1.7032 -1.0056
H -1.8539 1.8163 0.5886
H 2.7833 1.8933 1.3913
H 2.6113 1.5513 -0.4159
H -3.8048 1.2480 -0.8503
H -2.7298 -0.1117 -1.6220
H -3.4974 -2.0864 1.0118
H -2.7842 -1.9802 -0.6509
H 0.9044 0.6459 -0.9765
H 3.0541 -0.4451 -1.1973

What did the first record say?
65
Properties=species:S:1:pos:R:3 method="wB97M-V/def2-TZVPD" e_homo_ev=-8.29 smiles="CCOC(=O)C1CCN(C(=O)COC(=O)c2ccc3c(c2)C(=O)N(c2ccc(OCC)cc2)C3=O)CC1" gap_ev=7.62 spin_multiplicity=1 lumo_ha=-0.025 relative_energy_kj_mol=0.0
C 9.8564 -4.2594 2.5438
C 8.8846 -5.1721 1.8102
O 7.8335 -4.4233 1.1939
C 6.7862 -4.0933 1.9513
O 6.6723 -4.4084 3.1093
C 5.7839 -3.2905 1.1427
C 5.5475 -1.9098 1.7750
C 4.7583 -2.0487 3.0797
N 3.4968 -2.6982 2.8031
C 2.3329 -2.0934 2.4992
O 1.3555 -2.6936 2.0999
C 2.2407 -0.5692 2.7219
O 1.2440 -0.0551 1.8538
C 1.4943 -0.2543 0.5573
O 2.5287 -0.7268 0.1466
C 0.3856 0.2055 -0.3181
C 0.4676 -0.0827 -1.6792
C -0.5247 0.3216 -2.5627
C -1.5904 1.0289 -2.0440
C -1.6755 1.3191 -0.6802
C -0.7017 0.9124 0.2046
C -2.9190 2.0965 -0.4494
O -3.3419 2.5528 0.5800
N -3.5172 2.2232 -1.7042
C -4.7290 2.9248 -1.9258
C -5.7873 2.7825 -1.0416
C -6.9664 3.4775 -1.2425
C -7.1051 4.3206 -2.3411
O -8.1986 5.0699 -2.6356
C -9.3646 4.9654 -1.8426
C -10.1747 3.7095 -2.1510
C -6.0351 4.4493 -3.2310
C -4.8577 3.7663 -3.0262
C -2.7824 1.6057 -2.7159
O -3.0844 1.5603 -3.8796
C 3.6923 -4.0642 2.3489
C 4.4492 -4.0442 1.0208
H 10.6770 -4.8476 2.9439
H 9.3490 -3.7593 3.3652
H 10.2544 -3.5098 1.8641
H 8.4436 -5.8940 2.5051
H 9.3783 -5.6962 0.9897
H 6.2150 -3.1622 0.1456
H 6.4999 -1.4113 1.9628
H 4.9687 -1.3098 1.0690
H 4.6092 -1.0828 3.5600
H 5.3107 -2.6897 3.7725
H 1.9013 -0.3506 3.7355
H 3.1863 -0.0656 2.5085
H 1.3281 -0.6326 -2.0298
H -0.4691 0.0993 -3.6167
H -0.7699 1.1313 1.2578
H -5.6921 2.1336 -0.1858
H -7.7647 3.3486 -0.5294
H -9.9471 5.8539 -2.1023
H -9.1139 5.0184 -0.7761
H -9.6027 2.8122 -1.9286
H -11.0844 3.7056 -1.5568
H -10.4405 3.6935 -3.2049
H -6.1526 5.1055 -4.0785
H -4.0408 3.8779 -3.7206
H 2.7118 -4.5237 2.2201
H 4.2586 -4.6064 3.1089
H 4.6226 -5.0646 0.6765
H 3.8339 -3.5276 0.2812